Molecular formula: C30H46BrGe2OOs
Method: DFT, ωB97M-V/def2-TZVPD

Last column: Löwdin spin population.
Geometry (Å):
Os 0.0628 -0.0145 0.0684  1.648
C 4.1982 2.3354 1.1890  0.001
C 3.2831 1.3458 0.4910  0.024
Ge 1.3633 2.0359 0.3056  0.075
C 1.3823 3.5033 -1.0733  0.027
C 1.8810 4.8514 -0.5782  0.005
C 0.8631 2.6965 2.0910  0.293
C -0.2260 2.2971 2.8100  0.067
Ge -1.2697 0.7227 2.0576  0.057
C -3.1770 0.9314 1.4715  0.018
C -4.1807 1.3274 2.5495  0.004
C -0.8992 -1.0018 3.0363  0.020
C -1.4372 -1.0684 4.4674  0.007
C -0.6335 2.9007 4.0457  0.161
C -1.7343 2.3664 4.7744  0.066
C -2.1220 2.9079 5.9671  0.041
C -1.4364 4.0262 6.4789  0.213
C -0.3531 4.5794 5.7788  0.021
C 0.0387 4.0426 4.5836  0.089
H 5.2054 1.9119 1.1972  0.001
H 3.9201 2.5090 2.2285  0.000
H 4.2621 3.2901 0.6693  0.000
H 3.2370 0.4034 1.0379  0.001
H 3.5939 1.1479 -0.5350  0.001
H 0.3562 3.5817 -1.4343  0.001
H 2.0054 3.1123 -1.8778  0.000
H 1.2636 5.2607 0.2212  0.001
H 1.8345 5.5530 -1.4129  0.002
H 2.9180 4.8260 -0.2474  0.000
H 1.5628 3.4194 2.5099  0.012
H -3.4069 -0.0561 1.0651  0.000
H -3.1886 1.6511 0.6529  0.001
H -4.2092 0.6169 3.3766  0.000
H -5.1777 1.3435 2.1078  0.001
H -3.9905 2.3256 2.9439  0.000
H 0.1801 -1.1788 3.0410  0.002
H -1.3672 -1.7697 2.4156  -0.001
H -0.9373 -0.3586 5.1259  0.000
H -1.2530 -2.0667 4.8652  0.001
H -2.5134 -0.8968 4.5080  0.000
H -2.2706 1.5152 4.3730  0.001
H -2.9547 2.4870 6.5146  0.000
H -1.7539 4.4677 7.4151  0.009
H 0.1726 5.4335 6.1840  -0.002
H 0.8669 4.4889 4.0520  0.001
C -0.7764 -6.3360 -3.6855  0.025
C -0.3438 -5.1562 -4.5854  0.033
C -1.1600 -5.1751 -5.8779  0.000
C 1.1574 -5.3239 -4.9372  0.028
C -0.5119 -3.8828 -3.8166  0.202
C 0.1790 -3.7357 -2.5746  0.123
C -0.0071 -2.6103 -1.8534  0.060
Br 0.9283 -2.3804 -0.1806  0.067
C -0.8521 -1.5330 -2.2560  0.228
O -1.0387 -0.5186 -1.4559  0.207
C -1.5094 -1.6438 -3.5477  0.109
C -1.3109 -2.8172 -4.2495  0.012
C -2.4173 -0.5859 -4.1852  0.010
C -3.8272 -1.2048 -4.2995  0.009
C -2.5460 0.7517 -3.4497  -0.001
C -1.8741 -0.2883 -5.5982  0.006
H -0.6514 -7.2613 -4.2458  0.004
H -1.8230 -6.2510 -3.3896  0.000
H -0.1702 -6.4158 -2.7816  0.001
H -1.0137 -6.1275 -6.3840  0.000
H -0.8447 -4.3897 -6.5669  0.000
H -2.2294 -5.0809 -5.6767  0.000
H 1.2754 -6.2613 -5.4786  0.005
H 1.7872 -5.3745 -4.0474  0.000
H 1.5119 -4.5109 -5.5713  0.000
H 0.8438 -4.5100 -2.2145  0.004
H -1.8102 -2.9131 -5.2019  -0.002
H -4.2235 -1.4679 -3.3171  0.000
H -3.8312 -2.0975 -4.9245  0.000
H -4.4974 -0.4750 -4.7529  0.001
H -3.0382 0.6394 -2.4850  0.000
H -3.1620 1.4183 -4.0518  0.000
H -1.5794 1.2375 -3.3141  0.000
H -1.8746 -1.1698 -6.2380  0.000
H -0.8579 0.1077 -5.5562  0.000
H -2.5115 0.4583 -6.0699  0.000

Output
Net charge ... +3
Gap between HOMO and LUMO (spin up / spin down) ... 6.1 / 5.7 eV
Multiplicity ... 5
HOMO (spin up / spin down) ... -0.62603 / -0.63563 Ha

---

Molecular formula: C31H60F3O29Rb
Method: DFT, ωB97M-V/def2-TZVPD

Last column: Löwdin spin population.
Geometry (Å):
Rb 3.6601 0.6997 5.8292  -0.002
C 2.8505 0.2366 2.0256  0.084
O 2.0410 0.7320 0.9506  0.001
O 2.7304 1.1302 3.1011  0.819
C 2.7704 -1.3216 2.1033  0.025
F 2.7315 -2.0092 0.9416  0.002
F 3.7803 -1.8135 2.9154  0.001
F 1.6207 -1.7271 2.6964  0.007
C 0.6152 0.8423 1.1645  0.004
C 0.1485 1.4864 -0.1947  0.001
H -0.9402 1.4469 -0.2293  0.000
H 0.5551 2.4527 -0.4933  0.000
H 0.4854 0.9502 -1.0819  0.000
H 0.3266 1.5524 1.9395  0.002
H 0.0904 -0.1052 1.2872  0.000
H 3.8790 0.2722 1.6665  0.050
C -4.8980 -3.1746 3.5701  0.000
O -3.8749 -3.7379 2.6777  0.000
C -2.5603 -3.5321 2.9134  0.000
O -2.1343 -2.7946 3.8119  0.000
O -1.8665 -4.2402 2.0463  0.000
C -0.4630 -3.9441 1.9743  0.000
H -5.1058 -2.1604 3.2292  0.000
H -4.4704 -2.9907 4.5557  0.000
H -5.8005 -3.7797 3.4837  0.000
H 0.1382 -4.5967 1.3412  0.000
H 0.0525 -4.0572 2.9280  0.000
H -0.3994 -2.8899 1.7049  0.000
C 0.1691 -8.0124 -2.4025  0.000
O 0.1755 -6.7425 -1.8148  0.000
C 1.2515 -5.8442 -2.0235  0.000
O 2.3040 -6.0717 -2.7370  0.000
O 1.0352 -4.6971 -1.3950  0.000
C 1.9448 -3.5967 -1.5689  0.000
H 1.1715 -8.4217 -2.5283  0.000
H -0.2740 -7.9415 -3.3959  0.000
H -0.4511 -8.7838 -1.9462  0.000
H 3.0196 -3.7395 -1.4570  0.000
H 1.6014 -2.7570 -0.9647  0.000
H 1.9713 -3.3636 -2.6333  0.000
C -7.5272 5.6170 1.0406  0.000
O -6.4549 5.0155 0.2647  0.000
C -5.3566 4.5364 0.8292  0.000
O -5.0356 4.7439 1.9916  0.000
O -4.6147 3.9028 -0.0851  0.000
C -3.1529 3.9037 0.1147  0.000
H -7.2240 6.4627 1.6578  0.000
H -7.9443 4.7439 1.5424  0.000
H -8.2583 5.9243 0.2928  0.000
H -2.7816 3.4842 1.0498  0.000
H -2.9281 4.9597 -0.0346  0.000
H -2.6776 3.4093 -0.7325  0.000
C -3.0622 -0.8633 -0.0956  0.000
O -4.3859 -0.7970 -0.5951  0.000
C -4.6551 0.2565 -1.4683  0.000
O -3.9234 1.1834 -1.6409  0.000
O -5.8617 0.0777 -2.0224  0.000
C -6.4295 1.0556 -2.9101  0.000
H -2.8327 -1.7471 0.4997  0.000
H -2.7854 0.0086 0.4970  0.000
H -2.3720 -0.9486 -0.9349  0.000
H -5.7115 1.4698 -3.6179  0.000
H -6.8707 1.9062 -2.3905  0.000
H -7.3233 0.6522 -3.3860  0.000
C 1.0069 5.7779 -0.4166  0.000
O -0.2832 5.8842 0.2952  0.000
C -0.3760 5.5899 1.5533  0.000
O 0.4954 5.2101 2.3131  0.000
O -1.6548 5.8821 1.9820  0.000
C -1.9569 5.7326 3.3730  0.000
H 1.5161 4.8143 -0.3976  0.000
H 1.6558 6.5049 0.0718  0.000
H 0.8345 6.0048 -1.4687  0.000
H -1.6835 4.7472 3.7501  0.000
H -3.0464 5.7567 3.3971  0.000
H -1.5908 6.4619 4.0955  0.000
C -0.9150 0.5243 4.6410  0.001
O -1.8283 1.2693 3.8971  0.000
C -3.2087 0.9266 3.8787  0.000
O -3.7823 0.1471 4.6358  0.000
O -3.6899 1.5230 2.8370  0.000
C -5.0073 1.1079 2.3768  0.000
H -1.2437 0.2681 5.6482  0.000
H 0.0518 1.0258 4.5961  0.001
H -0.8458 -0.3813 4.0384  0.000
H -5.3554 0.1403 2.7385  0.000
H -4.8359 1.0912 1.3005  0.000
H -5.6872 1.9078 2.6699  0.000
C -0.6977 -1.0961 -3.6396  0.000
O -0.3383 -2.4251 -3.7490  0.000
C -1.2452 -3.4110 -3.6363  0.000
O -2.4039 -3.3457 -3.1003  0.000
O -0.7340 -4.6524 -4.1230  0.000
C -1.5946 -5.7074 -4.3432  0.000
H 0.1568 -0.6894 -4.1804  0.000
H -0.7000 -0.8329 -2.5818  0.000
H -1.6615 -0.7210 -3.9838  0.000
H -2.4318 -5.4187 -4.9787  0.000
H -2.0005 -6.0132 -3.3789  0.000
H -1.1343 -6.6254 -4.7086  0.000
C 10.3281 -0.1163 -2.3400  0.000
O 9.0287 -0.7539 -2.2752  0.000
C 8.3787 -0.7554 -1.1162  0.000
O 8.9358 -0.3430 -0.0846  0.000
O 7.1003 -1.2019 -1.2704  0.000
C 6.2946 -1.5116 -0.1181  0.001
H 10.8033 -0.2987 -3.3039  0.000
H 11.1243 -0.5041 -1.7046  0.000
H 10.2593 0.9630 -2.2039  0.000
H 5.3104 -1.8624 -0.4284  0.000
H 6.1290 -0.6059 0.4653  0.001
H 6.7615 -2.1881 0.5978  0.000
C 7.3413 3.1264 -1.8560  0.000
O 6.4792 2.1909 -1.3619  0.000
C 5.4761 1.8227 -2.1388  0.000
O 5.3438 1.9648 -3.3715  0.000
O 4.7039 0.9540 -1.4451  0.000
C 3.7236 0.1600 -2.1496  0.000
H 8.2970 2.9785 -1.3530  0.000
H 6.9747 4.1487 -1.7630  0.000
H 7.3858 2.9482 -2.9304  0.000
H 3.9822 0.0335 -3.2009  0.000
H 2.8265 0.7776 -2.1920  0.000
H 3.5151 -0.8177 -1.7152  0.000

Output
Net charge ... +1
Gap between HOMO and LUMO (spin up / spin down) ... 8.2 / 5.4 eV
Multiplicity ... 2
HOMO (spin up / spin down) ... -0.43965 / -0.43965 Ha

---

Molecular formula: C25H34N2OS
Method: DFT, ωB97M-V/def2-TZVPD

Last column: natural (NBO) charge in e.
Geometry (Å):
C -3.3631 -4.4178 0.6500  -0.597
C -3.4930 -2.9193 0.3796  -0.219
C -4.3564 -2.6849 -0.8565  -0.612
C -2.0923 -2.3155 0.2207  -0.394
C -2.0660 -0.7905 0.0765  -0.083
C -2.5632 -0.0535 1.3254  -0.544
S -4.3725 0.1831 1.3913  0.239
C -4.6161 1.7833 0.6638  -0.179
C -3.7893 2.3087 -0.3179  -0.188
C -4.0571 3.5674 -0.8287  -0.212
C -5.1464 4.2947 -0.3821  -0.229
C -5.9821 3.7553 0.5830  -0.188
C -5.7183 2.5055 1.1083  -0.236
N -0.7253 -0.3256 -0.2658  -0.453
C 0.3563 -0.5586 0.6692  -0.250
C 1.4179 -1.5396 0.1313  -0.207
N 2.4093 -0.9618 -0.7425  -0.459
C 3.4098 -0.1295 -0.1010  -0.205
C 4.8012 -0.3951 -0.7023  -0.421
C 5.8324 0.4321 0.0070  -0.039
C 6.4929 -0.0625 1.1246  -0.210
C 7.4116 0.7170 1.8045  -0.204
C 7.6793 2.0065 1.3778  -0.221
C 7.0242 2.5106 0.2674  -0.223
C 6.1068 1.7283 -0.4111  -0.162
C 1.8542 -0.4090 -1.9569  -0.209
C 0.8649 0.7603 -1.7797  -0.521
C -0.5449 0.3151 -1.4475  0.691
O -1.4696 0.5366 -2.2085  -0.640
H -2.8852 -4.9152 -0.1917  0.200
H -2.7675 -4.6026 1.5417  0.202
H -4.3441 -4.8623 0.7979  0.210
H -3.9846 -2.4556 1.2407  0.199
H -4.5828 -1.6304 -0.9852  0.220
H -5.2996 -3.2167 -0.7574  0.210
H -3.8505 -3.0438 -1.7503  0.201
H -1.6286 -2.7434 -0.6721  0.209
H -1.4888 -2.6098 1.0837  0.192
H -2.6855 -0.5104 -0.7811  0.263
H -2.1165 0.9388 1.3889  0.240
H -2.3282 -0.6093 2.2341  0.224
H -2.9535 1.7521 -0.7091  0.221
H -3.4090 3.9707 -1.5924  0.216
H -5.3479 5.2746 -0.7882  0.213
H -6.8386 4.3123 0.9331  0.212
H -6.3581 2.0766 1.8647  0.218
H -0.0780 -0.9668 1.5810  0.215
H 0.8403 0.3892 0.9320  0.202
H 1.9403 -1.9956 0.9757  0.200
H 0.9099 -2.3357 -0.4213  0.202
H 3.1921 0.9455 -0.1855  0.174
H 3.4452 -0.3731 0.9635  0.200
H 5.0226 -1.4579 -0.6012  0.217
H 4.7891 -0.1482 -1.7645  0.207
H 6.2884 -1.0696 1.4598  0.207
H 7.9210 0.3173 2.6694  0.212
H 8.3970 2.6155 1.9073  0.213
H 7.2297 3.5156 -0.0719  0.212
H 5.6007 2.1255 -1.2800  0.197
H 2.6886 -0.0675 -2.5727  0.204
H 1.3535 -1.2184 -2.4972  0.204
H 1.2271 1.4477 -1.0119  0.216
H 0.7963 1.3100 -2.7196  0.243

Output
ΔE to the lowest compared entry with this formula, charge and spin ... 0.047 eV
Gap between HOMO and LUMO ... 8.7 eV
Multiplicity ... 1
HOMO ... -0.29642 Ha

---

Molecular formula: C5H8NO
Method: DFT, ωB97M-V/def2-TZVPD

Last column: natural (NBO) charge in e.
Geometry (Å):
C -0.1754 0.0497 0.7076  0.358
C 0.2089 1.3159 -1.4634  -0.315
C -0.1759 -0.1011 -1.7614  -0.286
C -0.7132 0.5508 -0.3977  -0.440
C -0.4408 -0.5344 1.9430  -0.776
N 2.0997 -1.2855 0.5252  0.401
O 1.8816 -1.8390 1.4786  -0.075
H 1.2621 1.6174 -1.2726  0.253
H -0.2963 2.1558 -1.9114  0.252
H -0.6668 -0.2322 -2.6886  0.270
H 0.5628 -0.8604 -1.5701  0.230
H -1.7603 0.8151 -0.3217  0.258
H -1.5606 -0.9255 2.0915  0.294
H -0.5950 0.4434 2.4007  0.327
H 0.3693 -1.1700 2.2402  0.249

Output
ΔE to the lowest compared entry with this formula, charge and spin ... 7.154 eV
Net charge ... +1
Gap between HOMO and LUMO (spin up / spin down) ... 7.0 / 7.0 eV
Multiplicity ... 1
HOMO (spin up / spin down) ... -0.47057 / -0.47067 Ha

---

Molecular formula: C3H12N6
Method: DFT, ωB97M-V/def2-TZVPD

Last column: natural (NBO) charge in e.
Geometry (Å):
C -1.5701 -0.5327 -0.8386  -0.449
N -0.5818 -0.5268 0.2243  -0.371
N -0.4382 -1.7152 0.9780  -0.683
C -0.4238 0.9052 1.1051  0.342
N -1.2773 1.8744 1.0306  -0.927
H -1.2783 -1.8853 1.5330  0.338
H -0.3414 -2.5137 0.3490  0.360
H -1.7011 2.0531 1.9405  0.366
H 0.0002 0.5385 2.0488  0.164
H -1.1531 -0.9933 -1.7420  0.200
H -1.8724 0.4947 -1.0672  0.226
H -2.4682 -1.0864 -0.5484  0.181
C 1.3221 0.1359 -0.7525  0.612
N 2.1689 -0.5595 0.1019  -0.865
N 0.9152 1.4224 -0.0980  -0.744
N 1.4823 0.0466 -2.0241  -0.740
H 2.6827 -1.2466 -0.4362  0.391
H 1.6465 -1.0162 0.8459  0.399
H 1.6872 1.8292 0.4243  0.426
H 0.1928 1.9707 -0.5645  0.435
H 1.0076 0.8052 -2.5099  0.337

Output
ΔE to the lowest compared entry with this formula, charge and spin ... 2.573 eV
Gap between HOMO and LUMO ... 8.9 eV
Multiplicity ... 1
HOMO ... -0.29451 Ha